(a)
# C11H16Si

An isolated molecule of C11H16Si (ωB97M-V with the def2-TZVPD basis set, the Open Molecules 2025 dataset).

Element x y z (Å)
C 3.598 -0.765 0.189
C 3.584 0.520 -0.327
C 2.417 -1.423 0.487
C 2.373 1.166 -0.543
C 1.192 -0.799 0.269
C 1.232 0.477 -0.238
C -0.120 -1.456 0.561
C -0.682 1.290 -0.442
C -0.755 2.386 0.581
C -2.970 -0.308 1.107
C -2.162 -1.118 -1.792
Si -1.537 -0.370 -0.152
H 4.542 -1.262 0.363
H 4.513 1.019 -0.562
H 2.443 -2.427 0.889
H 2.346 2.169 -0.941
H -0.122 -2.463 0.140
H -0.225 -1.582 1.640
H -0.645 1.658 -1.461
H -0.593 1.995 1.583
H -1.743 2.848 0.553
H -0.017 3.162 0.390
H -3.355 -1.303 1.306
H -2.650 0.117 2.052
H -3.794 0.293 0.737
H -2.085 -2.201 -1.780
H -3.203 -0.866 -1.973
H -1.585 -0.757 -2.637

Results
**Total charge**: 0
**E_HOMO**: -8.9 eV
**Gap between HOMO and LUMO**: 9.9 eV
**E_LUMO**: 0.9 eV

Here are the natural (NBO) charges for atoms 1 to 6, given in e: -0.220, -0.211, -0.190, -0.311, -0.127, 0.174


(b)
# C11H16Si

A cluster of 2 separate species, C11H16Si in total (ωB97M-V with the def2-TZVPD basis set, the Open Molecules 2025 dataset).

Element x y z (Å)
C 3.924 -1.840 0.338
C 2.960 -1.403 1.248
C 3.880 -1.394 -0.976
C 1.993 -0.570 0.891
C 2.817 -0.557 -1.413
C 1.896 -0.084 -0.418
C -2.119 -1.646 0.117
C -1.966 -0.340 0.287
C -3.217 -2.581 0.643
C -0.933 3.387 -1.106
C 0.191 2.656 -0.349
Si 0.359 0.875 -1.016
H 4.797 -2.421 0.550
H 3.167 -1.508 2.340
H 4.493 -1.871 -1.708
H 1.349 -0.151 1.531
H 2.781 -0.340 -2.450
H -1.313 -2.045 -0.500
H -2.661 0.377 0.809
H -3.477 -3.335 -0.062
H -4.132 -1.932 0.726
H -2.869 -3.046 1.557
H -1.337 4.289 -0.587
H -0.435 3.724 -1.966
H -1.781 2.748 -1.381
H -0.117 2.612 0.681
H 1.136 3.160 -0.509
H 0.159 0.857 -2.535

Results
**Total charge**: 0
**E_HOMO (spin up / spin down)**: -7.8 / -7.8 eV
**Gap between HOMO and LUMO (spin up / spin down)**: 7.9 / 7.9 eV
**E_LUMO (spin up / spin down)**: 0.1 / 0.1 eV

Here are the natural (NBO) charges for atoms 1 to 6, given in e: -0.197, -0.196, -0.212, -0.193, -0.185, -0.489


Relative stability in kcal/mol, measured from the most stable structure: (a) 0.0; (b) 88.2